Record 1
Below is a molecular structure, C24H51AlCl22OPS at a distorted geometry, with properties calculated with ωB97M-V/def2-TZVPD.

```
! RIJCOSX wB97M-V def2-TZVPD def2/J DEFGRID3
* xyz -1 1
O 1.7920 3.2450 2.5766
C 1.8503 3.3069 1.3832
C 0.7141 3.2180 0.4457
Al -0.9022 4.3542 0.9195
P -2.7527 2.8453 1.1735
S -2.1410 1.4459 2.4534
H 2.8649 3.4009 0.9248
H 1.0717 3.5181 -0.5372
H 0.3667 2.1881 0.4392
H -1.3167 5.3091 -0.3283
H -0.7245 5.2231 2.2456
H -3.0971 2.3129 -0.0965
H -3.8829 3.5370 1.6809
Cl 5.2913 -0.2981 -0.3929
C 6.1540 0.7157 0.7896
C 5.3712 1.9490 1.1752
Cl 5.2298 3.1168 -0.1650
H 7.1208 0.9708 0.3634
H 6.3189 0.1005 1.6739
H 5.8777 2.4634 1.9909
H 4.3654 1.7013 1.5025
Cl -1.7291 2.4710 -2.7898
C -1.1505 0.8677 -3.3059
C -1.1501 -0.1257 -2.1699
Cl 0.0750 0.2849 -0.9465
H -0.1551 0.9927 -3.7270
H -1.8181 0.5323 -4.0966
H -0.9131 -1.1180 -2.5453
H -2.1190 -0.1721 -1.6810
Cl -5.1838 3.9925 5.2475
C -3.6951 3.0831 5.6409
C -2.5561 3.9888 6.0414
Cl -1.9591 4.9373 4.6653
H -3.4303 2.4792 4.7716
H -3.9444 2.4166 6.4665
H -1.7232 3.3805 6.3923
H -2.8434 4.6740 6.8373
Cl -5.4786 1.3264 2.2956
C -6.6295 0.1867 3.0265
C -6.3317 -0.0584 4.4842
Cl -4.8170 -0.9649 4.7213
H -6.6018 -0.7379 2.4531
H -7.6235 0.6243 2.9294
H -7.1302 -0.6528 4.9281
H -6.2519 0.8784 5.0315
Cl -2.0173 4.8718 -7.2670
C -3.6597 4.8618 -6.5738
C -3.7943 3.8865 -5.4327
Cl -3.6874 2.1943 -5.9784
H -4.3582 4.6351 -7.3758
H -3.8589 5.8706 -6.2158
H -4.7682 4.0073 -4.9610
H -3.0264 4.0401 -4.6788
Cl 2.3091 -3.6545 0.6907
C 2.6330 -3.0331 2.3330
C 1.9860 -1.6968 2.5815
Cl 2.7455 -0.4196 1.6074
H 3.7163 -2.9751 2.4545
H 2.2389 -3.7719 3.0314
H 2.1056 -1.4193 3.6281
H 0.9227 -1.7089 2.3511
Cl 5.9404 -2.6432 2.8873
C 6.5877 -4.1941 2.2937
C 6.6552 -5.2380 3.3772
Cl 7.8868 -4.8568 4.6103
H 7.5660 -4.0032 1.8603
H 5.9201 -4.5316 1.5017
H 6.9285 -6.1978 2.9416
H 5.6988 -5.3480 3.8826
Cl -4.0999 -1.6289 -1.1914
C -4.9225 -2.2072 -2.6656
C -3.9673 -2.8136 -3.6639
Cl -2.8893 -1.5933 -4.3964
H -5.4664 -1.3694 -3.0956
H -5.6443 -2.9600 -2.3492
H -4.5288 -3.2683 -4.4791
H -3.3447 -3.5790 -3.2066
Cl -7.5169 -0.8929 -4.3952
C -9.1593 -0.8955 -3.7074
C -9.2843 -1.8560 -2.5525
Cl -9.1671 -3.5564 -3.0766
H -9.8574 -1.1354 -4.5055
H -9.3623 0.1176 -3.3641
H -10.2568 -1.7353 -2.0782
H -8.5126 -1.6815 -1.8065
Cl 8.8344 2.5983 -2.5389
C 9.5523 2.9664 -0.9531
C 10.5868 1.9485 -0.5429
Cl 9.8694 0.3574 -0.1821
H 8.7431 3.0320 -0.2287
H 10.0196 3.9466 -1.0356
H 11.0889 2.2823 0.3640
H 11.3340 1.8085 -1.3200
Cl 5.7582 -6.6074 -2.3191
C 4.1269 -7.2495 -1.9972
C 3.3745 -6.4168 -0.9914
Cl 4.0766 -6.5403 0.6389
H 4.2329 -8.2784 -1.6626
H 3.5917 -7.2473 -2.9454
H 2.3455 -6.7653 -0.9204
H 3.3628 -5.3660 -1.2693
*
```

Values from the calculation:
HOMO	-3.933	eV
E_tot	-329981.16861	eV

Record 2
Below is 5 unconnected molecules or ions with the total composition C27H39F5NO15P at a distorted geometry, with properties calculated with ωB97M-V/def2-TZVPD.

```
! RIJCOSX wB97M-V def2-TZVPD def2/J DEFGRID3
* xyz 0 1
C 3.9499 2.8915 2.0256
C 3.2208 1.7875 2.8032
P 3.2439 0.1714 1.8728
C 3.6252 0.4961 0.0796
C 1.5288 -0.5223 1.8097
C 1.3551 -1.7879 2.2592
C 0.1417 -2.4129 2.2408
C -0.9544 -1.7501 1.7559
C -2.3119 -2.4285 1.7045
F -2.2418 -3.5202 2.5071
F -3.3012 -1.6714 2.1801
C -2.6366 -2.9582 0.2475
F -3.7649 -2.4796 -0.2412
F -2.6855 -4.2892 0.2643
F -1.6487 -2.6305 -0.6014
C -0.7716 -0.4835 1.3055
C 0.4343 0.1631 1.3324
C 0.2916 1.5633 0.8088
O 1.1225 2.4214 0.6075
N -1.0895 1.7163 0.5614
C -1.7649 2.9276 1.0351
C -3.0266 3.2569 0.2348
O -4.1913 2.7611 0.9033
C -1.7485 0.5000 0.6820
O -2.8698 0.2206 0.3121
H 3.3271 3.2794 1.2272
H 4.2318 3.6920 2.7080
H 4.8812 2.4942 1.6287
H 2.2189 2.0876 3.1098
H 3.7786 1.6035 3.7178
H 3.6983 -0.4847 -0.3826
H 4.5291 1.0755 -0.0427
H 2.7626 0.9802 -0.3747
H 2.1876 -2.3623 2.6331
H 0.0001 -3.4212 2.5928
H -1.1124 3.7922 0.9931
H -2.1046 2.7844 2.0630
H -2.9851 2.8486 -0.7728
H -3.1423 4.3389 0.1792
H -4.5594 2.0922 0.3222
C 0.0067 -5.5168 -0.5911
O 0.8017 -6.6997 -0.4996
C 2.0701 -6.4742 -0.1637
O 2.5599 -5.3984 0.0604
O 2.7021 -7.6455 -0.1152
C 4.0830 -7.5520 0.2378
H -0.9969 -5.8247 -0.8651
H -0.0310 -5.0051 0.3689
H 0.3955 -4.8511 -1.3601
H 4.1978 -7.1221 1.2312
H 4.6283 -6.9608 -0.4956
H 4.4754 -8.5649 0.2412
C -2.6720 0.9855 -5.2963
O -1.3429 1.4672 -5.0863
C -1.2017 2.2244 -3.9991
O -2.0746 2.5147 -3.2236
O 0.0722 2.6022 -3.9201
C 0.3680 3.4272 -2.7908
H -2.6502 0.3891 -6.2039
H -2.9891 0.3584 -4.4650
H -3.3644 1.8145 -5.4309
H 0.1657 2.8922 -1.8648
H -0.2047 4.3526 -2.8303
H 1.4276 3.6641 -2.8353
C -5.2528 -1.9974 8.5195
O -4.5047 -1.3043 7.5208
C -5.0837 -1.2882 6.3186
O -6.1380 -1.7935 6.0393
O -4.2912 -0.6176 5.4870
C -4.7899 -0.5199 4.1483
H -4.6789 -1.9375 9.4401
H -6.2215 -1.5248 8.6720
H -5.3814 -3.0435 8.2472
H -5.7392 0.0140 4.1319
H -4.9036 -1.5037 3.7122
H -4.0614 0.0445 3.5788
C 2.0789 2.9460 -6.7367
O 3.1588 3.7984 -7.1291
C 4.0830 3.9736 -6.1888
O 4.0715 3.4922 -5.0864
O 5.0261 4.7787 -6.6787
C 6.0900 5.0557 -5.7678
H 1.3970 2.8849 -7.5802
H 2.4421 1.9468 -6.5041
H 1.5483 3.3625 -5.8842
H 6.6088 4.1394 -5.4919
H 5.7145 5.5599 -4.8791
H 6.7823 5.7144 -6.2845
*
```

Values from the calculation:
HOMO	-8.199	eV
E_tot	-83710.92194	eV
SMILES	CCP(C)c1ccc(C(F)(F)C(F)(F)F)c2c1C(=O)N(CCO)C2=O.COC(=O)OC.COC(=O)OC.COC(=O)OC.COC(=O)OC

Record 3
Below is C4H5NO in the gas phase at a distorted geometry, with properties calculated with ωB97M-V/def2-TZVPD.

```
! RIJCOSX wB97M-V def2-TZVPD def2/J DEFGRID3
* xyz 0 1
C -1.4164 0.8089 -0.3633
C -0.4890 0.5027 0.5175
C 0.8491 0.1028 0.0695
O 1.0783 -0.0720 -1.2910
C 0.7936 -1.3854 0.8047
N 0.5642 -2.4731 1.1729
H -2.2313 1.4442 -0.0672
H -1.2742 0.5055 -1.3973
H -0.5240 0.6087 1.6016
H 1.4995 0.9808 0.3501
H 1.1503 -1.0232 -1.3974
*
```

Values from the calculation:
HOMO	-10.179	eV
E_tot	-7763.93329	eV
SMILES	C=C[C@H](O)C#N
relative energy (zero: lowest compared OMol25 entry of this formula, charge and spin)	250.2	kJ/mol

Record 4
Below is 2 unconnected molecules or ions with the total composition C4H4N2O at a distorted geometry, with properties calculated with ωB97M-V/def2-TZVPD.

```
! RIJCOSX wB97M-V def2-TZVPD def2/J DEFGRID3
* xyz 0 1
C 0.6210 -1.4396 -0.8047
C 0.0448 -0.2056 -0.4875
N 0.7523 0.0648 0.7529
C 1.5467 -0.7854 0.0243
H 0.4363 -2.2163 -1.5334
H 0.9991 1.0017 1.0136
H 2.4878 -0.4822 -0.2092
N -2.4685 -0.3628 0.7625
C -2.6597 0.0810 -0.3444
O -3.0052 0.4084 -1.4000
H -1.7050 -0.6222 1.2026
*
```

Values from the calculation:
HOMO	-9.080	eV
E_tot	-9235.26591	eV
SMILES	C1=C2N[C@@H]12.N=C=O
relative energy (zero: lowest compared OMol25 entry of this formula, charge and spin)	503.8	kJ/mol

Record 5
Below is a molecular structure, C6H16KO2P at a distorted geometry, with properties calculated with ωB97M-V/def2-TZVPD.

```
! RIJCOSX wB97M-V def2-TZVPD def2/J DEFGRID3
* xyz 0 1
C 2.3529 -1.1162 -0.7534
C 2.2722 -0.4459 0.6179
P 1.3245 1.3259 0.5784
C -0.4311 0.4179 0.4829
C -1.1774 0.7910 -0.7864
C -2.4999 0.0330 -1.0697
C -2.6190 -1.3146 -0.3959
O -1.8255 -2.2114 -0.5161
O -3.7615 -1.5070 0.3321
H 3.2268 -1.7756 -0.8283
H 2.4346 -0.3725 -1.5525
H 1.4745 -1.7426 -0.9364
H 1.8136 -1.1168 1.3149
H 3.2736 -0.2589 0.9937
H 1.4342 1.3525 -0.8670
H 0.6871 2.6404 0.5721
H 1.2519 1.3211 2.0406
H 2.6352 1.9881 0.6870
H -1.0009 0.7074 1.3660
H -0.2488 -0.6479 0.5174
H -1.4206 1.8594 -0.7170
H -0.5002 0.6860 -1.6404
H -3.3731 0.6518 -0.8342
H -2.5682 -0.1875 -2.1437
H -3.8881 -0.7698 0.9421
K 1.1330 -0.3079 2.5958
*
```

Values from the calculation:
HOMO	-7.344	eV
E_tot	-36183.83722	eV
relative energy (zero: lowest compared OMol25 entry of this formula, charge and spin)	0.0	kJ/mol